# 1
30
Properties=species:S:1:pos:R:3:forces:R:3:mulliken_spin:R:1 method="wB97M-V/def2-TZVPD" orbital_gap_ev="10.6 / 3.4" lumo_energy_ev="-3.210 / -10.432" charge=+1 s_squared=0.76 multiplicity=2 de_lowest_kj_mol=36.5 homo_ha="-0.508 / -0.508" energy_ev=-20789.6917
O -0.13813 -3.27268 -1.02592 0.1 0.3 -0.8 0.000
O -1.24316 0.51522 3.27108 0.0 0.2 0.6 0.207
O -1.42356 -2.20338 0.99126 -0.3 0.5 0.1 0.003
O 1.20955 -0.44180 -1.55269 0.2 0.2 0.3 0.001
O 1.17801 2.56023 2.21018 -0.2 0.3 1.9 0.725
O -1.51530 2.14403 -1.31793 0.1 0.2 0.1 0.002
O 3.71664 -1.58491 0.18767 -0.1 -0.1 -0.1 0.000
O 0.11297 0.21811 0.82860 0.1 0.9 1.5 0.092
O 0.87326 3.25946 -0.56855 0.6 0.0 0.9 0.023
O -1.51720 -0.70082 -1.72319 -0.4 0.5 0.1 0.000
H -1.69082 1.07265 2.63460 -0.3 0.3 -0.3 -0.008
H -2.36029 -2.02713 0.90347 -0.5 0.0 0.0 0.000
H 0.13439 2.74482 -0.89327 -0.9 -0.5 -0.3 0.000
H 1.13248 3.80309 -1.31254 0.3 0.3 0.0 -0.001
H -1.13303 -1.55923 -1.54492 0.5 -0.7 0.3 0.000
H -0.80902 -3.00205 -0.39911 -0.1 -0.2 0.7 0.000
H -0.64185 -0.36601 0.75583 -0.3 -0.6 0.0 -0.006
H -2.29966 -0.89087 -2.24075 -0.3 0.1 -0.4 0.000
H -0.61881 -3.43164 -1.83826 0.1 -0.6 -0.4 0.000
H -0.47820 0.18191 2.80205 0.4 -0.3 -0.3 -0.004
H -2.20277 2.65830 -0.89467 -0.2 0.4 0.0 0.000
H 1.01367 2.90481 1.33241 -0.3 1.0 -2.4 -0.016
H 1.76700 -0.01853 -2.20563 0.4 0.1 -0.1 0.000
H 0.33971 -0.45493 -1.95201 -0.3 0.1 -0.4 0.000
H -1.80785 1.23657 -1.23325 0.2 -0.6 -0.1 0.000
H 0.59988 0.08348 0.01557 0.9 -0.2 -1.3 -0.002
H 1.31128 1.62155 2.07844 0.1 -1.5 -0.2 -0.014
H -1.36117 -2.80606 1.73229 0.2 -0.3 0.4 0.000
H 3.24285 -1.00501 0.78389 -0.1 0.0 0.1 0.000
H 4.60914 -1.23918 0.17536 0.3 0.0 0.0 0.000


# 2
31
Properties=species:S:1:pos:R:3:forces:R:3:lowdin_charge:R:1 method="wB97M-V/def2-TZVPD" orbital_gap_ev=10.1 lumo_energy_ev=-0.256 charge=0 multiplicity=1 de_lowest_kj_mol=109.7 homo_ha=-0.379 energy_ev=-29761.8297
Xe -9.08564 8.04025 -15.29424 0.4 0.2 -0.4 0.565
O -10.47584 8.91311 -12.26329 -0.5 -0.3 0.5 -0.102
O -10.51586 4.65213 -16.79354 0.1 -0.2 -0.1 -0.042
O -12.44519 8.52237 -15.73809 -0.1 0.3 -0.3 -0.093
O -10.24647 10.74036 -17.98167 0.0 -0.2 -0.5 -0.079
O -5.08019 7.87319 -16.29105 0.2 0.4 -0.4 -0.072
O -5.87321 7.08523 -13.56884 0.4 -0.1 -0.3 -0.070
O -9.20106 11.09518 -13.17624 0.2 0.1 0.1 -0.043
O -11.08494 5.62799 -14.31321 -0.4 0.2 0.7 -0.116
O -8.49293 6.65105 -12.22041 0.1 0.2 -0.3 -0.079
O -8.85319 11.95676 -15.62326 0.1 0.4 -0.9 -0.063
H -7.95825 12.29424 -15.58566 0.2 0.1 -0.2 0.045
H -13.25018 8.00471 -15.72224 -0.2 -0.1 0.1 0.031
H -11.07714 4.55177 -17.56239 -0.3 0.0 -0.2 0.063
H -9.59915 11.00249 -17.32707 0.2 0.3 0.4 -0.027
H -8.26513 11.22212 -13.02076 0.4 -0.1 0.3 0.085
H -11.08583 10.79631 -17.52496 -0.2 -0.1 0.1 0.023
H -9.83503 8.24986 -12.51959 0.1 -0.3 0.0 -0.075
H -9.61320 11.87882 -12.81254 -0.3 0.4 0.1 0.094
H -5.32653 6.97627 -16.51710 -0.1 -0.2 0.0 0.027
H -5.31331 7.96039 -15.36678 -0.2 -0.3 0.2 -0.026
H -8.47963 6.58269 -11.26575 -0.1 0.1 0.4 0.072
H -10.23735 5.54329 -13.87658 0.0 0.1 0.2 -0.021
H -6.76449 7.10968 -13.22060 -0.5 0.1 0.3 -0.033
H -8.35198 5.75534 -12.52713 0.0 -0.4 -0.1 0.055
H -8.96588 11.48310 -14.79914 -0.4 -0.3 0.3 -0.046
H -10.15876 9.72147 -12.66610 0.1 0.1 -0.1 -0.044
H -9.63988 4.79324 -17.15266 0.3 0.1 0.0 0.053
H -11.79486 7.96803 -15.30679 0.1 -0.3 0.3 -0.090
H -5.47941 7.90790 -13.27835 0.2 0.2 0.3 0.046
H -10.94738 5.24664 -15.18032 0.1 -0.2 -0.6 -0.038


# 3
31
Properties=species:S:1:pos:R:3:forces:R:3:lowdin_charge:R:1 method="wB97M-V/def2-TZVPD" orbital_gap_ev=9.7 lumo_energy_ev=-0.346 charge=0 multiplicity=1 de_lowest_kj_mol=88.7 homo_ha=-0.370 energy_ev=-29762.0473
Xe -1.00473 -0.44966 0.10037 0.2 0.1 -0.2 0.343
O 3.45299 -0.80900 -0.02537 0.3 -0.7 0.0 -0.050
O 2.60123 1.83464 -0.21352 0.4 -0.1 -0.1 -0.051
O -3.40889 -2.32660 1.24224 -0.2 -0.2 0.4 -0.140
O 0.61275 2.21880 1.83986 0.2 0.3 -0.2 -0.078
O 1.86227 -2.50489 -1.55446 -0.5 -0.3 -0.5 -0.090
O -2.28562 1.96284 -3.13690 -0.7 0.1 -0.2 -0.055
O -1.58391 -0.48073 -4.21226 0.1 -0.8 -0.1 -0.073
O 0.64345 -3.16009 3.07830 0.3 -0.3 -0.1 -0.062
O 0.17278 2.65452 -1.97866 -0.1 -0.2 0.2 -0.042
O -0.38935 -0.43339 3.82318 0.3 0.2 -0.2 -0.061
H 1.66190 -3.28233 -1.03323 -0.1 -0.2 0.1 0.022
H 3.57950 -0.94902 0.91305 0.1 -0.1 0.2 0.053
H 0.40266 -2.23794 3.16711 -0.2 0.4 -0.1 -0.026
H 2.87617 -0.04698 -0.07869 -0.1 0.9 -0.1 -0.005
H 2.43491 -1.98125 -0.99401 0.5 0.4 0.4 -0.039
H 1.79989 1.88935 0.30715 -0.5 0.2 0.5 -0.016
H 2.32420 2.05109 -1.10382 -0.1 0.0 -0.2 0.027
H -2.95550 1.74283 -2.48953 -0.3 0.0 0.1 0.049
H -0.34610 3.35478 -1.58289 0.1 0.4 0.3 0.059
H -0.06587 -0.53702 4.71809 0.2 0.0 0.3 0.054
H 0.24969 -3.58539 3.84007 -0.1 -0.2 0.1 0.027
H -1.48808 -0.12196 -5.09449 0.0 0.1 -0.2 0.025
H -3.15137 -2.65641 0.38135 0.1 -0.2 -0.2 -0.001
H -0.18978 2.66176 1.56422 -0.2 0.1 -0.1 0.036
H -3.97508 -1.57835 1.05304 -0.2 0.2 -0.1 0.011
H 0.33942 1.65561 2.56398 0.0 -0.4 0.3 0.013
H -1.52372 2.21794 -2.61665 0.7 -0.2 0.1 -0.018
H 0.64966 3.08193 -2.69010 0.2 0.1 -0.4 0.071
H -1.34235 -0.42342 3.91212 -0.4 -0.1 -0.1 0.053
H -1.95312 0.23833 -3.69955 0.0 0.5 0.1 -0.037


# 4
28
Properties=species:S:1:pos:R:3:forces:R:3:mulliken_spin:R:1 method="wB97M-V/def2-TZVPD" orbital_gap_ev="9.5 / 2.0" lumo_energy_ev="-3.357 / -10.472" charge=+1 s_squared=0.76 multiplicity=2 de_lowest_kj_mol=106.3 homo_ha="-0.471 / -0.458" energy_ev=-10759.3452
N 2.62581 0.26356 2.13243 2.0 0.7 -4.9 0.004
N 0.66719 4.54593 -2.77792 2.7 3.9 1.6 0.074
N 0.05925 -0.40223 -0.85369 0.1 -0.6 0.1 0.036
N -0.51362 -1.93681 4.05003 -1.0 -4.5 0.2 0.030
N -1.70686 1.48016 1.38211 1.8 4.2 -5.3 0.617
N -2.01507 -4.33397 0.98849 3.0 0.2 -1.4 0.146
N 0.55067 -0.08692 -5.07908 3.9 5.0 -2.9 0.161
H -2.31651 0.97188 1.84371 -3.4 -3.3 3.4 -0.006
H -0.36356 -0.11417 -5.21496 -4.8 -0.3 -0.5 -0.003
H 3.18400 1.09093 1.86145 -0.6 -0.8 -0.1 0.000
H -1.96714 -3.46154 0.38097 0.0 -1.6 0.8 -0.004
H 0.02199 -2.46996 4.71717 -0.5 -0.3 0.9 0.000
H 1.75299 0.25409 1.65888 -0.7 0.1 -0.2 0.000
H -0.37935 0.28718 -1.41351 -1.6 0.6 -0.6 -0.002
H -0.66759 -1.08474 4.39183 -1.1 4.2 2.2 0.000
H -0.95242 1.06672 0.89261 1.8 -1.3 0.4 -0.019
H -2.16348 1.98294 0.58455 0.0 0.2 1.5 -0.013
H -1.90778 -4.00427 1.91406 -0.9 0.8 1.7 -0.005
H 2.57156 0.29694 3.05356 -0.7 -0.1 5.1 0.000
H 0.93401 -0.54808 -4.38802 1.8 -3.7 4.1 -0.004
H 0.18419 -1.81402 3.42725 2.6 0.6 -3.4 0.000
H 1.38975 5.10110 -2.12609 -1.8 -1.9 -2.1 -0.002
H -0.19846 4.91577 -2.45397 -1.0 0.0 0.0 -0.002
H -1.03226 -4.79497 0.98841 -2.0 0.6 -1.0 -0.003
H 0.93720 -0.34579 -1.35470 0.7 -0.9 0.5 0.000
H 0.95307 0.87268 -4.97746 -0.9 -1.0 -0.8 -0.005
H -0.39252 -1.32624 -1.02314 0.6 1.1 0.0 0.001
H 0.74495 3.59384 -2.60497 0.1 -1.9 0.5 -0.002


# 5
31
Properties=species:S:1:pos:R:3:forces:R:3:lowdin_charge:R:1 method="wB97M-V/def2-TZVPD" orbital_gap_ev=11.5 lumo_energy_ev=-2.990 charge=+1 multiplicity=1 de_lowest_kj_mol=196.6 homo_ha=-0.533 energy_ev=-20808.7912
O -0.53890 -2.80806 2.09619 -0.3 -0.1 0.3 -0.017
O -0.29978 2.63398 -2.73622 -1.4 -0.5 -0.1 -0.037
O 2.76430 -1.49459 -2.64923 1.7 1.8 -0.3 -0.042
O -2.12896 1.82008 -0.25495 0.4 -0.1 0.3 -0.013
O -0.08891 -2.03473 -1.60540 0.0 -0.3 -1.6 -0.037
O -2.97371 -0.47687 0.70946 -0.5 -0.9 0.1 -0.037
O -0.04057 -0.30345 2.15530 -0.4 0.2 0.4 -0.049
O -0.34541 0.14075 -0.40313 -3.8 -1.1 2.0 0.031
O 1.89866 0.39054 -0.04836 2.7 2.3 -0.3 -0.087
O 1.87683 2.32807 2.53446 -0.3 -0.4 -0.1 -0.040
H -0.13885 3.57440 -2.86745 0.8 -0.4 0.4 0.061
H 2.58139 -1.00213 -1.83836 -0.8 -1.0 -0.1 0.021
H -3.61534 -1.21557 0.77741 0.5 0.6 -0.1 0.089
H 0.85922 -2.01948 -1.82968 0.0 0.0 0.6 0.032
H 1.01850 2.60833 2.19380 0.1 0.1 0.0 0.047
H -0.29155 -3.45222 2.76917 0.0 -0.2 -0.3 0.087
H -1.81006 2.34041 -1.00855 -0.6 0.2 -0.2 0.067
H -0.40891 -1.19468 2.36083 0.3 0.0 -0.4 0.021
H -2.55088 -0.43878 1.57402 -0.1 0.1 0.2 0.045
H -1.31019 0.56949 -0.37841 0.6 0.7 -0.6 0.075
H 2.37516 1.23680 -0.38431 -1.1 -2.2 0.9 0.121
H 1.65380 1.91898 3.37659 0.2 0.2 0.2 0.040
H -3.07915 1.66116 -0.21978 0.1 0.3 -0.4 0.085
H 2.14784 0.38634 0.89684 0.0 0.1 -0.6 0.039
H -0.42627 -1.79206 -2.49685 -0.3 -0.3 0.8 0.103
H 0.34761 2.11748 -2.25310 0.6 0.8 -0.1 0.026
H 0.71434 -0.22936 2.74711 0.1 0.3 -0.1 0.071
H -0.38239 -3.17010 1.21946 0.1 -0.3 0.1 0.073
H 2.41263 -2.22458 -3.12748 -0.9 -0.7 0.6 0.035
H -0.28907 0.13105 0.63685 1.2 0.0 -0.9 0.088
H -0.61829 -0.83162 -0.54447 1.2 0.8 -0.8 0.102


# 6
45
Properties=species:S:1:pos:R:3:forces:R:3:mulliken_spin:R:1 method="wB97M-V/def2-TZVPD" orbital_gap_ev="8.6 / 4.9" lumo_energy_ev="1.510 / -2.248" charge=-1 s_squared=0.76 multiplicity=2 homo_ha="-0.262 / -0.262" energy_ev=-61346.9676
S 0.05296 0.11027 0.14811 -2.1 1.3 1.2 0.001
S 0.47546 2.30585 -3.85574 1.5 2.2 1.3 -0.080
O -1.42725 -2.20920 -2.78215 0.0 -0.5 -0.3 0.000
O -1.18955 -2.27434 3.28960 0.4 -0.2 0.6 0.000
O -0.81176 1.58841 -3.88145 -0.4 -0.2 -1.5 0.515
O 0.26629 3.21965 1.98075 -0.1 1.2 -0.6 0.000
O 1.01808 1.02895 3.69295 0.6 0.6 1.0 0.000
O -1.03176 -0.67081 -0.39654 -0.3 -1.2 -0.4 0.001
O 0.42035 3.39806 -2.85912 -0.3 -0.1 -0.3 0.005
O -0.28593 0.59091 1.48130 -0.2 -0.2 0.4 0.000
O 3.74448 -0.97220 0.67333 1.3 0.1 0.4 0.000
O -2.43888 0.17235 2.96776 -0.7 0.4 0.7 0.000
O 1.87741 -3.27822 -0.13271 0.2 -0.7 -0.4 0.000
O -2.68070 0.94254 -2.11105 -0.5 0.4 0.1 0.012
O 0.27871 1.27226 -0.68836 -0.1 2.6 -1.9 -0.001
O -1.09272 -3.48293 0.89889 0.0 -0.4 -0.1 0.000
O -3.57991 -0.91501 -0.07488 -1.0 -0.3 0.3 0.000
O 1.42354 1.30993 -3.34396 0.6 -0.6 -0.8 0.203
O 3.12271 1.73780 -0.36117 0.0 0.1 -0.7 0.000
O 1.29695 -0.58647 0.10999 2.1 -2.0 -0.3 -0.002
O 0.79139 2.84507 -5.20117 -0.7 -1.3 1.3 0.350
Li -0.02641 3.11273 -1.00403 0.2 -0.4 -0.2 -0.001
Li 1.86175 0.55555 -1.57226 -0.1 0.4 0.2 0.003
H 3.84362 2.23774 -0.74404 0.2 0.2 -0.2 0.000
H -1.98279 1.05839 -2.75582 0.0 0.1 -0.1 -0.005
H -1.46947 -1.64476 -2.01023 0.1 0.2 0.3 0.000
H -3.11420 0.21682 2.29086 -0.1 -0.2 -0.1 0.000
H -1.05211 -1.65367 -3.46544 0.0 0.1 -0.2 -0.001
H -1.35432 -1.34335 3.14019 -0.4 0.1 0.3 0.000
H 4.22161 -0.71654 -0.11611 0.2 -0.1 -0.1 0.000
H 3.34417 1.67028 0.56761 -0.1 -0.4 0.4 0.000
H -1.61864 0.32600 2.49891 0.3 0.3 -0.5 0.000
H -1.14190 -2.71326 0.33194 -0.1 0.5 -0.4 0.000
H -1.03597 -2.63411 2.41598 0.0 -0.4 -0.1 0.000
H 0.79933 2.97840 2.73831 0.2 -0.2 0.3 0.000
H 2.82643 -0.79794 0.46589 -0.4 -0.1 0.2 0.000
H -2.66664 -0.77720 -0.32621 0.2 -0.2 0.4 0.000
H 0.51921 0.94588 2.88026 -0.2 -0.5 -0.4 0.000
H -3.83362 -0.10242 0.36279 -0.2 0.2 -0.1 0.000
H -0.20695 2.41871 1.75543 -0.1 -0.5 0.0 0.000
H -2.28321 0.41321 -1.41964 0.1 0.0 0.0 0.002
H 1.53754 -2.38346 -0.12134 -0.2 0.3 0.1 0.000
H -0.78729 -4.18502 0.32443 0.1 -0.2 -0.2 0.000
H 1.83052 0.55123 3.52572 0.1 -0.3 0.0 0.000
H 1.55957 -3.66604 0.68264 -0.1 0.0 0.2 0.000


Which of these has the lowest charge? H22Li2O19S2